[1]
The following is a DFT calculation (ωB97M-V with the def2-TZVPD basis set) of a structure of composition C42H32AsN3O3PS2Zr at a distorted geometry.

Computed properties:
- HOMO-LUMO gap (eV) = 6.953
- net charge = +3
- DFT total energy (eV) = -147742.81986

Each line ends with the Löwdin charge.
Geometry (Å):
Zr1 0.103571 -0.718122 0.727988  1.28
O1 1.331176 6.851244 -0.188101  0.15
N1 1.945634 5.828523 -0.023000  -0.32
O2 3.135249 5.740838 0.216426  0.10
C1 1.159705 4.564582 0.032297  -0.04
C2 -0.057526 4.591172 -0.523790  0.11
C3 -0.859611 3.405692 -0.568517  -0.09
C4 -2.161954 3.396851 -1.103866  0.07
C5 -2.880785 2.230978 -1.110746  0.02
C6 -2.296275 1.081506 -0.587355  -0.07
N2 -1.069739 1.062920 -0.085919  -0.07
C7 -0.350255 2.218351 -0.063336  -0.14
C8 0.951512 2.207427 0.549864  -0.12
N3 1.388524 1.025196 1.088961  -0.06
C9 2.518027 1.005581 1.798995  -0.09
C10 3.295363 2.134912 1.971607  0.02
C11 2.911273 3.311562 1.377755  0.09
C12 1.704625 3.376228 0.640205  -0.03
H1 -0.431998 5.516969 -0.940960  0.15
H2 -2.585808 4.315332 -1.492423  0.15
H3 -3.884537 2.186021 -1.510296  0.14
H4 -2.843565 0.149942 -0.578758  0.13
H5 2.793730 0.060639 2.241439  0.11
H6 4.197795 2.082710 2.565851  0.14
H7 3.519129 4.196071 1.481476  0.13
O3 0.090218 -1.115508 -1.184775  -0.58
As1 0.507890 -2.791065 -1.442849  1.32
C13 -1.011244 -3.676766 -0.720269  -0.30
C14 -1.919497 -2.934551 0.052557  -0.14
C15 -3.083349 -3.514110 0.507393  -0.04
C16 -3.337432 -4.847770 0.201312  -0.01
C17 -2.434998 -5.591812 -0.546409  -0.02
C18 -1.264310 -5.008894 -1.015986  -0.08
C19 2.109038 -2.878596 -0.372218  -0.41
C20 2.870704 -1.707003 -0.248631  -0.17
C21 4.067473 -1.749290 0.465415  -0.06
C22 4.474834 -2.931121 1.059057  -0.02
C23 3.710473 -4.091145 0.925851  -0.03
C24 2.529254 -4.072255 0.205494  -0.11
C25 0.972921 -3.176432 -3.210202  -0.32
C26 2.187291 -2.669778 -3.669048  -0.07
C27 2.586675 -2.988679 -4.955060  -0.03
C28 1.790932 -3.814894 -5.744205  -0.02
C29 0.586397 -4.313788 -5.265911  -0.03
C30 0.162508 -3.995169 -3.987037  -0.08
H8 -1.769527 -1.876255 0.251780  0.02
H9 -3.791697 -2.941070 1.091788  0.12
H10 -4.253212 -5.307171 0.551715  0.13
H11 -2.650392 -6.625900 -0.787528  0.13
H12 -0.566798 -5.590058 -1.604306  0.12
H13 2.602325 -0.818403 -0.800914  0.10
H14 4.697395 -0.870838 0.518438  0.12
H15 5.407730 -2.963011 1.609055  0.13
H16 4.048073 -5.015572 1.376867  0.13
H17 1.940928 -4.975537 0.103432  0.12
H18 2.812025 -2.042904 -3.049625  0.10
H19 3.521736 -2.603387 -5.340148  0.13
H20 2.115857 -4.072913 -6.744255  0.13
H21 -0.025306 -4.952194 -5.889172  0.13
H22 -0.784793 -4.362815 -3.620709  0.10
S1 -1.292560 -0.024150 2.763762  0.36
P1 -0.698454 -1.783890 3.620935  0.29
S2 0.750990 -2.517583 2.356899  0.41
C31 -0.024558 -1.660925 5.262090  -0.39
C32 1.350552 -1.736907 5.483438  -0.10
C33 1.833829 -1.713439 6.783159  -0.05
C34 0.950353 -1.608323 7.849700  -0.03
C35 -0.419298 -1.514200 7.627153  -0.04
C36 -0.915390 -1.545567 6.334683  -0.06
C37 -2.097044 -2.892439 3.707742  -0.42
C38 -1.852328 -4.261514 3.821533  -0.08
C39 -2.911472 -5.126269 4.044832  -0.05
C40 -4.203854 -4.626309 4.170323  -0.04
C41 -4.445272 -3.262433 4.062734  -0.05
C42 -3.391571 -2.386958 3.831250  -0.12
H23 2.039350 -1.829380 4.653233  0.07
H24 2.899149 -1.779063 6.965995  0.12
H25 1.330686 -1.607252 8.864175  0.13
H26 -1.102230 -1.423351 8.462384  0.12
H27 -1.984026 -1.486226 6.167848  0.11
H28 -0.842159 -4.649699 3.743284  0.10
H29 -2.729283 -6.189417 4.138039  0.12
H30 -5.025194 -5.304268 4.369064  0.12
H31 -5.452712 -2.879043 4.165731  0.12
H32 -3.578926 -1.322789 3.755258  0.09

Cartesian forces, eV/Å:
0.569 0.488 1.816
0.021 -0.246 -0.353
0.045 0.268 1.085
-0.128 0.072 -0.520
0.276 0.084 -0.210
-0.285 0.002 -0.141
-0.110 0.260 -0.083
0.010 0.131 -0.025
-0.120 0.047 -0.070
0.109 -0.074 -0.021
0.109 0.388 0.237
-0.023 -0.181 0.014
-0.013 -0.235 0.064
0.107 0.417 -0.133
-0.220 -0.086 -0.111
0.144 0.092 0.050
-0.014 0.046 0.019
0.324 0.164 0.123
0.005 0.011 -0.015
0.012 -0.028 -0.018
0.023 0.010 0.025
-0.044 -0.105 -0.003
0.034 -0.139 0.032
-0.037 0.004 -0.021
-0.022 -0.047 0.041
-0.106 -0.457 -0.497
0.409 -0.320 -0.273
-0.130 0.195 0.008
0.343 -0.413 -0.467
-0.036 -0.069 0.102
-0.019 -0.107 -0.002
-0.089 -0.057 0.017
-0.024 -0.022 0.137
-0.166 0.181 -0.111
-0.001 -0.418 -0.037
-0.070 0.026 -0.035
0.033 -0.094 0.041
0.068 -0.001 0.042
-0.013 0.035 -0.030
-0.113 -0.023 0.042
0.014 -0.115 -0.265
0.016 0.008 0.000
0.024 0.013 -0.013
-0.026 -0.072 -0.089
-0.039 0.087 -0.192
-0.422 0.058 -0.077
0.037 -0.028 -0.012
0.022 0.011 -0.037
0.017 0.055 0.052
-0.004 -0.044 -0.030
-0.037 0.218 -0.067
-0.013 0.025 0.020
-0.042 -0.019 -0.034
0.002 0.031 -0.001
-0.009 -0.031 0.019
0.056 0.020 0.055
-0.031 -0.017 0.000
-0.009 0.016 0.029
0.022 0.014 -0.008
-0.054 -0.020 0.002
-0.201 -0.134 -0.258
-0.124 -0.027 0.211
-0.140 0.075 -0.039
0.083 0.081 0.029
0.002 0.064 0.107
0.008 0.028 -0.032
0.002 -0.008 0.022
-0.032 0.024 -0.024
0.076 0.035 0.035
-0.048 -0.039 0.038
-0.016 -0.018 -0.017
0.014 -0.010 -0.009
-0.004 -0.009 0.002
0.020 0.025 -0.031
-0.004 -0.072 -0.035
0.001 -0.023 0.017
-0.056 -0.021 -0.010
-0.022 0.027 -0.056
0.037 -0.021 -0.036
0.006 -0.036 0.002
-0.042 -0.002 0.017
-0.004 0.034 0.003
0.031 0.030 -0.028
0.042 -0.005 0.019
-0.007 -0.009 0.003



[2]
The following is a DFT calculation (ωB97M-V with the def2-TZVPD basis set) of the molecule C3H3N5 at a distorted geometry.

Computed properties:
- SMILES string = c1n[nH]c2n[nH]nc12
- HOMO-LUMO gap (eV) = 9.662
- DFT total energy (eV) = -10606.22396

Each line ends with the Löwdin charge.
Geometry (Å):
C1 -0.929559 0.015132 -1.524648  -0.06
C2 -0.008313 -0.492224 -0.482489  -0.26
C3 0.059772 0.474132 0.505843  -0.29
H1 -1.785231 2.040547 0.812987  0.28
H2 -1.322116 -0.564481 -2.423601  0.12
H3 2.292266 -1.566447 1.236287  0.16
N1 -0.912449 1.420725 0.159515  -0.04
N2 -1.568462 1.070644 -0.961065  -0.02
N3 0.952159 -1.388819 -0.242439  0.07
N4 1.415916 -1.153763 0.941140  -0.06
N5 0.981934 0.066661 1.443147  0.10

Cartesian forces, eV/Å:
-1.531 -0.615 1.531
1.155 0.425 -1.741
0.108 -1.414 1.670
4.411 -2.606 -2.046
0.597 1.360 1.351
-0.284 0.144 0.200
-3.379 3.033 3.771
1.716 -2.306 -2.551
-0.692 -2.063 -1.687
-1.416 3.767 -0.463
-0.685 0.276 -0.036



[3]
The following is a DFT calculation (ωB97M-V with the def2-TZVPD basis set) of a cluster of 2 separate species, H6NOP3 in total at a distorted geometry.

Computed properties:
- SMILES string = P#[PH2].NOP
- HOMO-LUMO gap (eV) = 7.346
- DFT total energy (eV) = -31495.65618

Each line ends with the Löwdin charge.
Geometry (Å):
N1 -0.711758 -1.493776 -1.695904  -0.05
O1 -0.667077 -1.233026 -0.305873  -0.58
P1 0.848860 -1.253022 0.439427  0.81
P2 -0.130761 2.642078 0.842551  0.20
P3 1.404180 2.968734 -0.225352  0.17
H1 -0.269249 -2.306460 -2.037568  0.04
H2 -0.106506 -0.886843 -2.213176  0.05
H3 0.637412 -2.489534 0.907573  -0.13
H4 0.381400 -0.629711 1.477487  -0.16
H5 -0.053797 2.540131 2.141676  -0.18
H6 -1.332704 2.141430 0.669159  -0.17

Cartesian forces, eV/Å:
-0.956 1.163 -0.756
0.410 -0.065 -0.693
0.739 -0.043 -3.663
1.383 0.607 -0.900
0.799 0.216 -1.042
0.362 -2.420 1.001
0.203 1.803 0.217
0.219 -1.824 1.131
-0.954 1.446 2.783
0.159 -0.015 2.888
-2.363 -0.869 -0.966



[4]
The following is a DFT calculation (ωB97M-V with the def2-TZVPD basis set) of the molecule C19H26N2O6.

Computed properties:
- SMILES string = COc1ccc(C(=O)NCC(=O)OCC(=O)N2CCC(C)CC2)cc1OC
- HOMO-LUMO gap (eV) = 9.012
- DFT total energy (eV) = -35390.84045

Each line ends with the Löwdin charge.
Geometry (Å):
C1 0.833137 -1.300898 6.343234  -0.08
H1 0.888223 -0.816406 7.316564  0.10
H2 1.846727 -1.456890 5.959491  0.10
H3 0.331414 -2.268212 6.449089  0.10
O1 0.098679 -0.423449 5.525374  -0.06
C2 -0.137348 -0.778255 4.238590  -0.19
C3 0.300177 -1.946705 3.636087  -0.01
C4 0.010729 -2.216715 2.306575  -0.03
C5 -0.728147 -1.316119 1.556234  -0.13
C6 -1.191423 -0.144515 2.163557  0.04
C7 -0.906254 0.140407 3.483032  -0.19
O2 -1.307527 1.253414 4.150066  -0.06
C8 -2.088511 2.196679 3.457965  -0.07
H4 -2.313033 2.978783 4.181212  0.10
H5 -1.538571 2.629266 2.615652  0.08
H6 -3.022642 1.758885 3.093154  0.10
H7 -1.788847 0.517896 1.558263  0.11
C9 -1.109147 -1.522888 0.135706  -0.44
O3 -2.010537 -0.899395 -0.397323  0.05
N1 -0.399285 -2.463292 -0.541506  0.08
H8 0.425619 -2.863268 -0.127984  0.13
C10 -0.651931 -2.737108 -1.929110  -0.06
C11 0.454522 -2.282532 -2.869148  -0.46
O4 0.632773 -2.747495 -3.959795  0.13
O5 1.194834 -1.315015 -2.314787  0.00
C12 2.208695 -0.719687 -3.122844  -0.05
H9 2.406022 -1.360785 -3.987874  0.13
H10 3.109683 -0.631389 -2.509334  0.14
C13 1.786647 0.654134 -3.670615  -0.42
O6 1.798516 0.853188 -4.869623  0.07
N2 1.443756 1.595836 -2.775708  -0.05
C14 1.456677 1.487111 -1.335531  -0.13
H11 1.793324 0.499968 -1.027676  0.11
C15 0.065284 1.754775 -0.760217  -0.14
H12 0.125357 1.716677 0.329086  0.11
H13 -0.618628 0.970680 -1.087403  0.11
C16 -0.470917 3.111198 -1.219519  -0.38
C17 -1.887307 3.337323 -0.700456  -0.06
H14 -1.895694 3.384180 0.386312  0.06
H15 -2.537100 2.523412 -1.013022  0.09
H16 -2.291171 4.271074 -1.084852  0.08
C18 -0.430476 3.159311 -2.747453  -0.14
C19 0.984897 2.887902 -3.249422  -0.13
H17 1.020374 2.871748 -4.339574  0.12
H18 1.668675 3.661946 -2.880578  0.13
H19 -0.758660 4.135847 -3.106423  0.12
H20 -1.105815 2.402623 -3.150749  0.13
H21 0.181226 3.902288 -0.828491  0.14
H22 2.160270 2.236255 -0.945794  0.13
H23 -0.829560 -3.803702 -2.100977  0.14
H24 -1.562130 -2.183796 -2.194455  0.14
H25 0.347600 -3.155159 1.892959  0.11
H26 0.869458 -2.668192 4.200034  0.11

Cartesian forces, eV/Å:
0.152 -0.184 0.144
0.022 -0.073 -0.057
-0.049 0.001 0.002
0.021 0.039 -0.020
-0.224 0.163 -0.389
-0.067 0.112 0.020
0.077 0.096 0.317
-0.159 0.169 -0.297
0.067 0.039 0.441
-0.014 0.053 0.072
0.063 -0.001 0.119
0.239 -0.385 0.105
-0.131 0.178 -0.141
-0.009 -0.030 -0.086
-0.027 -0.033 0.017
0.035 0.008 -0.003
-0.068 0.111 -0.020
0.038 -0.199 -0.113
-0.140 0.163 0.013
0.135 -0.281 -0.077
-0.082 0.118 0.062
-0.137 0.019 -0.080
-0.228 -0.396 -0.047
-0.083 0.050 0.010
0.026 0.294 0.315
0.298 -0.008 -0.594
0.003 0.238 0.203
-0.140 -0.025 -0.013
0.187 -0.539 0.128
0.066 -0.130 -0.351
-0.120 0.404 0.136
-0.088 -0.177 0.394
0.073 0.085 -0.009
0.291 0.246 -0.069
-0.036 -0.030 0.074
-0.039 -0.062 0.009
-0.313 -0.213 -0.072
0.307 0.050 -0.046
-0.064 -0.004 0.141
-0.119 -0.108 -0.035
-0.103 0.110 -0.012
0.355 0.149 0.236
-0.268 0.113 -0.408
0.070 0.060 0.174
-0.009 -0.004 -0.032
-0.061 0.035 -0.036
-0.072 -0.037 -0.065
0.034 -0.002 -0.027
0.000 -0.099 0.021
0.056 0.192 -0.066
0.178 -0.156 -0.039
0.017 -0.089 -0.044
0.044 -0.028 0.096



What is the DFT total energy in the second record?
-10606.22396 eV



DFT total energy of number 3 (H6NOP3)?
-31495.65618 eV



Which of these has the highest DFT total energy?
C3H3N5



Which value of HOMO-LUMO gap does entry 2 give?
9.662 eV